Computed, not measured: C37H19MnN10O4 as an isolated structure in a non-equilibrium geometry, with ωB97M-V/def2-TZVPD.

Properties
ΔE to the lowest compared entry with this formula, charge and spin = 19.4 kcal/mol
Net charge = +1
HOMO energy (alpha / beta) = -9.66 / -12.26 eV
LUMO (alpha / beta) = -4.897 / -5.487 eV
Spin multiplicity = 4
HOMO-LUMO gap (alpha / beta) = 4.760 / 6.773 eV
⟨S²⟩ = 3.83

Geometry (Å):
C1 -4.32 2.91 -1.16
C2 0.07 2.86 -1.69
C3 0.45 -1.63 3.63
C4 -1.12 -0.56 2.38
C5 3.02 5.46 -3.04
C6 5.14 -1.19 -1.82
C7 3.77 -1.79 0.10
N1 -0.08 -0.80 1.53
C8 2.20 3.37 -2.29
C9 1.07 -2.15 4.76
N2 -3.06 -1.14 -1.08
C10 -5.91 1.76 0.29
C11 0.14 -2.58 -1.47
H1 5.38 -0.53 -2.63
H2 2.04 -2.60 4.70
C12 -3.52 -2.39 -1.06
Mn1 0.19 0.06 -0.34
N3 -1.31 1.29 0.22
C13 1.75 6.01 -2.94
H3 -2.50 -0.53 4.96
O1 0.79 -1.48 -1.34
C14 -0.83 -1.06 3.71
N4 0.79 1.72 -1.48
C15 -2.52 -4.74 -1.08
C16 5.85 -2.36 -1.60
C17 -3.30 2.24 -0.49
H4 -0.63 -4.90 -1.58
C18 4.09 -0.92 -0.96
C19 -2.43 -3.24 -1.16
C20 4.49 -2.95 0.32
H5 -5.11 0.42 1.78
H6 -1.37 -1.39 7.00
H7 1.59 7.05 -3.20
O2 -3.56 -5.24 -0.76
C21 -3.60 1.36 0.58
C22 2.09 2.01 -1.80
H8 -6.93 1.57 0.55
H9 4.24 -3.63 1.12
H10 -4.10 3.58 -1.97
H11 3.84 6.08 -3.38
C23 2.60 -1.24 0.74
C24 0.89 -1.42 2.27
H12 0.85 -2.41 6.87
C25 5.53 -3.23 -0.56
C26 3.09 0.13 -0.91
N5 -1.73 -1.10 -1.17
H13 6.10 -4.13 -0.43
C27 -4.90 1.11 0.98
H14 6.66 -2.62 -2.27
C28 -1.33 -2.38 -1.24
N6 2.20 -0.09 0.11
C29 -1.87 2.20 -0.65
H15 4.27 3.72 -2.76
C30 0.91 3.92 -2.20
C31 -0.88 -1.47 6.04
C32 3.28 4.14 -2.70
O3 -1.43 -5.43 -1.33
H16 -3.61 -0.28 -1.02
C33 -1.52 -0.98 4.91
N7 3.10 1.19 -1.68
N8 2.07 -1.75 1.81
N9 -1.21 3.00 -1.45
C34 0.38 -2.05 5.96
O4 0.60 -3.67 -1.77
C35 0.67 5.25 -2.51
C36 -5.62 2.64 -0.76
C37 -2.33 0.82 1.01
H17 -6.44 3.12 -1.27
H18 -0.32 5.67 -2.41
H19 -4.56 -2.64 -0.99
N10 -2.23 0.06 2.07

Atomic partial charges in e from the Mulliken method, atoms 1 to 6:
1 C -0.238
2 C -0.047
3 C 0.211
4 C -0.250
5 C -0.653
6 C -0.332

Computed, not measured: one molecule with the formula C11H14ClNS in a non-equilibrium geometry, with ωB97M-V/def2-TZVPD.

Properties
SMILES = CC(C)(C)/N=C(\Cl)C1=CC=C[C@H]2S[C@@H]12
ΔE to the lowest compared entry with this formula, charge and spin = 59.1 kcal/mol
Net charge = 0
HOMO energy = -8.35 eV
LUMO = -0.379 eV
HOMO-LUMO gap = 7.972 eV

Geometry (Å):
H1 -0.39 -0.25 4.20
Cl1 2.75 -0.67 0.90
C1 -1.97 0.62 1.81
H2 0.26 1.71 3.53
H3 2.50 -1.91 -1.92
H4 -2.43 1.36 2.59
H5 -0.46 -1.21 -4.87
C2 1.73 -1.27 -2.21
H6 -0.86 1.07 -3.65
C3 -0.47 0.35 2.03
C4 -0.50 0.22 -3.23
H7 -0.74 -1.69 3.11
C5 1.11 -0.43 -1.33
H8 1.17 1.74 1.92
H9 -2.10 1.11 0.80
H10 1.61 -2.14 -4.24
C6 0.20 1.67 2.45
C7 1.10 -0.31 0.13
C8 0.09 0.44 -1.92
H11 0.85 -0.86 2.97
H12 -2.47 -0.32 1.81
C9 -0.28 -0.70 3.14
C10 1.17 -1.45 -3.53
H13 0.29 1.54 -1.49
S1 -1.67 -0.21 -1.78
C11 0.03 -0.88 -4.03
H14 -0.57 2.45 2.14
N1 0.05 0.04 0.67

Atomic partial charges in e from the natural (NBO) method, atoms 1 to 6:
1 H 0.222
2 Cl -0.148
3 C -0.610
4 H 0.218
5 H 0.226
6 H 0.207

These records have molar mass values of 722.6, 227.8 g/mol, in the order they appear.